No. 1
This record from the OMol25 dataset describes 2 unconnected molecules or ions with the total composition C11H17F8NO4. The level of theory is wB97M-V/def2-TZVPD.

Positions of all 41 atoms, in Å:
F1 -0.716 -0.877 3.990
C1 -1.403 -0.267 4.979
F2 -1.352 -1.108 6.048
C2 -2.854 0.041 4.610
F3 -3.589 -1.097 4.480
F4 -3.419 0.724 5.656
C3 -3.045 0.898 3.350
O1 -3.263 0.201 2.117
C4 -2.084 -0.308 1.492
F5 -1.008 0.322 2.020
F6 -2.147 0.100 0.191
C5 -1.982 -1.838 1.544
F7 -2.142 -2.322 2.801
F8 -0.761 -2.261 1.117
H1 -0.871 0.651 5.256
H2 -3.975 1.464 3.500
H3 -2.273 1.670 3.248
H4 -2.743 -2.298 0.912
C6 4.338 -1.422 -2.214
C7 3.855 0.087 -1.782
C8 3.535 1.039 -3.118
O2 2.819 2.219 -2.610
C9 1.454 2.323 -3.148
O3 1.273 2.357 -4.472
O4 0.350 2.443 -2.146
C10 -0.184 1.120 -1.785
C11 -0.664 0.201 -3.056
N1 -1.470 -0.978 -2.526
H5 5.354 -1.623 -1.620
H6 4.489 -1.549 -3.386
H7 3.527 -2.173 -1.831
H8 2.828 0.025 -1.201
H9 4.695 0.671 -1.189
H10 2.993 0.457 -3.977
H11 4.611 1.339 -3.537
H12 0.558 0.470 -1.117
H13 -1.136 1.316 -1.092
H14 -1.362 0.827 -3.756
H15 0.312 -0.184 -3.618
H16 -0.843 -1.809 -2.619
H17 -1.702 -0.849 -1.511

Summary:
HOMO in eV: -9.61
E in Ha: -1583.8110
2S+1: 1
Frontier orbital gap in eV: 10.03
Structure (SMILES): FC(F)C(F)(F)COC(F)(F)C(F)F.CCCOC(=O)OCCN

***

No. 2
This record from the OMol25 dataset describes 9 unconnected molecules or ions with the total composition C15H48O9. The level of theory is wB97M-V/def2-TZVPD.

Positions of all 72 atoms, in Å:
C1 4.532 -4.073 -2.093
C2 4.353 -2.593 -1.501
C3 3.119 -1.873 -2.063
O1 4.168 -2.661 -0.145
H1 4.406 -4.083 -3.175
H2 3.779 -4.728 -1.656
H3 5.557 -4.433 -1.999
H4 5.162 -1.947 -1.842
H5 3.029 -0.896 -1.589
H6 2.194 -2.357 -1.750
H7 3.104 -1.838 -3.153
H8 3.494 -3.291 0.120
C4 -0.699 -0.677 -0.860
C5 -0.257 0.715 -0.266
C6 -1.333 1.358 0.514
O2 0.740 0.400 0.704
H9 -1.676 -0.775 -1.332
H10 -0.810 -1.474 -0.125
H11 0.097 -0.951 -1.553
H12 0.295 1.342 -0.966
H13 -2.137 1.547 -0.197
H14 -0.995 2.250 1.042
H15 -1.812 0.707 1.245
H16 0.763 1.140 1.314
C7 -0.419 4.496 -2.523
C8 1.112 4.692 -2.778
C9 2.038 4.333 -1.684
O3 1.509 3.883 -3.895
H17 -0.597 3.441 -2.314
H18 -1.070 4.614 -3.389
H19 -0.770 5.071 -1.665
H20 1.239 5.760 -2.954
H21 1.726 3.348 -1.338
H22 1.899 5.033 -0.860
H23 3.106 4.302 -1.899
H24 2.269 4.297 -4.309
C10 0.024 4.141 4.750
C11 0.429 2.937 5.654
C12 -0.681 2.026 5.990
O4 1.442 2.272 4.945
H25 -0.212 3.897 3.714
H26 0.829 4.875 4.713
H27 -0.908 4.579 5.109
H28 0.922 3.211 6.587
H29 -0.242 1.281 6.654
H30 -1.336 1.517 5.283
H31 -1.361 2.637 6.584
H32 1.198 2.042 4.046
C13 -4.751 -4.703 -2.641
C14 -4.595 -3.375 -1.947
C15 -4.330 -2.200 -2.882
O5 -5.915 -3.223 -1.294
H33 -3.917 -4.932 -3.304
H34 -5.655 -4.739 -3.247
H35 -4.843 -5.560 -1.973
H36 -3.819 -3.480 -1.189
H37 -4.180 -1.209 -2.454
H38 -5.058 -2.190 -3.693
H39 -3.345 -2.281 -3.340
H40 -6.481 -3.163 -2.067
O6 1.683 3.017 2.069
H41 2.572 3.115 2.410
H42 1.366 3.914 1.965
O7 1.692 -1.460 2.594
H43 2.619 -1.331 2.795
H44 1.516 -0.851 1.876
O8 -1.942 -4.022 1.303
H45 -1.560 -3.381 1.902
H46 -2.110 -4.790 1.849
O9 -0.048 -4.350 -0.977
H47 -0.812 -4.227 -0.413
H48 0.694 -4.074 -0.439

Summary:
HOMO in eV: -9.84
E in Ha: -1277.3736
ΔE to the lowest compared entry with this formula, charge and spin in eV: 2.875
2S+1: 1
Frontier orbital gap in eV: 10.08
Structure (SMILES): CC(C)O.CC(C)O.CC(C)O.CC(C)O.CC(C)O.O.O.O.O

***

No. 3
This record from the OMol25 dataset describes C5H7Br2N in the gas phase. The level of theory is wB97M-V/def2-TZVPD.

Positions of all 15 atoms, in Å:
C1 -1.045 0.418 0.784
C2 0.970 -0.249 -1.471
C3 -0.393 -0.876 -1.167
C4 1.779 -0.190 -0.164
C5 -1.607 0.962 2.017
N1 -1.176 -0.271 -0.160
Br1 2.884 -1.770 0.354
Br2 2.602 1.503 0.016
H1 1.501 -0.790 -2.316
H2 0.757 0.868 -1.837
H3 -0.887 -0.734 -2.231
H4 -0.209 -1.923 -0.755
H5 -1.493 2.005 2.133
H6 -1.048 0.208 2.763
H7 -2.637 0.840 2.035

Summary:
HOMO (alpha / beta) in eV: -7.76 / -6.28
E in Ha: -5397.3176
ΔE to the lowest compared entry with this formula, charge and spin in eV: 3.820
2S+1: 1
Frontier orbital gap (alpha / beta) in eV: 8.18 / 5.78

***

No. 4
This record from the OMol25 dataset describes a molecular structure, C14H21F5N5O2PdSTe. The level of theory is wB97M-V/def2-TZVPD.

Positions of all 50 atoms, in Å:
Pd1 0.449 0.027 -0.675
C1 4.643 1.678 0.116
C2 3.173 1.432 -0.192
N1 2.630 0.286 -0.170
N2 3.355 -0.862 -0.149
C3 2.939 -1.853 -0.937
N3 3.650 -2.978 -0.901
S1 1.624 -1.765 -2.052
C4 2.187 2.546 -0.201
C5 2.500 3.785 0.428
C6 1.508 4.712 0.447
C7 0.328 4.516 -0.243
C8 0.068 3.256 -0.736
N4 0.977 2.272 -0.696
H1 5.298 0.827 0.062
H2 4.708 2.149 1.119
H3 4.991 2.430 -0.561
H4 4.131 -0.979 0.450
H5 4.488 -3.143 -0.343
H6 3.462 -3.644 -1.623
H7 3.397 3.884 1.036
H8 1.584 5.554 1.102
H9 -0.444 5.268 -0.137
H10 -0.947 3.035 -1.061
F1 -0.545 1.356 -3.634
Te1 -2.129 0.523 -3.001
F2 -3.686 -0.450 -2.532
F3 -2.758 2.218 -2.444
F4 -1.503 -1.054 -3.717
F5 -2.952 0.874 -4.595
O1 -1.464 0.368 -1.301
O2 0.334 -1.263 1.250
C9 -0.723 -1.915 1.480
C10 -1.444 -1.578 2.751
C11 -2.889 -0.999 2.537
C12 -3.377 -0.864 1.050
C13 -3.665 -2.285 0.424
C14 -2.555 -3.314 0.779
N5 -1.195 -2.813 0.648
H11 -0.876 -0.817 3.266
H12 -1.371 -2.448 3.445
H13 -2.830 -0.045 3.084
H14 -3.594 -1.689 3.066
H15 -2.662 -0.287 0.395
H16 -4.392 -0.394 1.075
H17 -3.734 -2.124 -0.618
H18 -4.623 -2.604 0.852
H19 -2.644 -4.210 0.142
H20 -2.651 -3.668 1.776
H21 -0.771 -2.950 -0.260

Summary:
HOMO (alpha / beta) in eV: -11.97 / -12.31
E in Ha: -2263.5335
Charge: +1
2S+1: 3
Frontier orbital gap (alpha / beta) in eV: 8.17 / 7.37

***

- Among the records above, which one has the highest 2S+1?
  C14H21F5N5O2PdSTe

***

- Which of these has the lowest E?
  C5H7Br2N

***

- Number 2 is which compound?
  C15H48O9